[1]
20
Properties=species:S:1:pos:R:3:nbo_charge:R:1 method="wB97M-V/def2-TZVPD" gap_ev=8.45 lumo_ha=-0.1590 total_charge=+1 molar_mass_da=261.12 relative_energy_kj_mol=0.0
C 0.919 -2.831 0.270 0.724
C -2.118 -0.953 -0.021 -0.208
C -0.714 -0.948 0.069 0.188
C -2.114 1.456 0.182 0.012
C -2.810 0.248 0.029 -0.076
C -0.145 0.337 0.139 -0.083
C 1.909 2.220 0.299 -0.788
N 0.013 -2.076 0.009 -0.533
N -0.804 1.469 0.217 -0.380
N 1.902 -3.504 0.413 -0.683
O 1.780 0.301 -1.529 -0.825
S 1.629 0.469 0.072 1.194
Br -4.690 0.287 -0.114 0.163
H -2.657 -1.881 -0.129 0.261
H 2.571 -0.178 -1.817 0.530
H -2.616 2.410 0.257 0.231
H 1.141 2.800 -0.203 0.288
H 2.899 2.445 -0.088 0.271
H 1.888 2.414 1.369 0.273
H 2.017 -4.484 0.576 0.440

[2]
101
Properties=species:S:1:pos:R:3:lowdin_charge:R:1 method="wB97M-V/def2-TZVPD" gap_ev=9.83 lumo_ha=0.0132 total_charge=0 molar_mass_da=513.80
C 0.092 -1.631 4.470 -0.110
O -0.752 -1.322 5.547 -0.183
C -0.285 -0.302 6.400 -0.217
C -1.446 0.221 7.213 -0.450
C -2.496 0.918 6.347 -0.059
N -0.965 1.151 8.227 0.031
H 0.246 -0.805 3.769 0.060
H -0.410 -2.425 3.918 0.091
H 1.068 -1.990 4.813 0.092
H 0.461 -0.741 7.077 0.128
H 0.167 0.532 5.852 0.126
H -1.957 -0.628 7.690 0.138
H -3.087 0.238 5.742 0.079
H -2.042 1.718 5.758 0.063
H -3.164 1.466 7.021 0.075
H -1.728 1.503 8.792 0.069
H -0.324 0.713 8.879 0.071
C -0.292 0.775 -3.374 -0.052
C -1.042 1.907 -4.056 -0.502
C -0.170 3.105 -4.393 -0.055
O -1.706 1.403 -5.222 -0.052
H 0.476 0.462 -4.085 0.087
H -0.937 -0.081 -3.168 0.062
H 0.076 1.131 -2.414 0.057
H -1.822 2.223 -3.346 0.119
H 0.487 2.916 -5.244 0.085
H 0.404 3.373 -3.505 0.068
H -0.743 3.985 -4.700 0.080
H -2.285 2.103 -5.540 0.086
C -5.229 1.665 -1.881 -0.045
C -4.786 0.311 -1.340 -0.449
C -3.489 -0.181 -1.931 -0.042
O -4.616 0.405 0.092 -0.073
H -4.429 2.400 -1.752 0.078
H -6.134 2.024 -1.395 0.078
H -5.390 1.603 -2.961 0.083
H -5.590 -0.408 -1.522 0.137
H -3.388 0.130 -2.975 0.080
H -3.412 -1.269 -1.982 0.087
H -2.598 0.181 -1.414 0.068
H -5.464 0.320 0.535 0.101
C 5.157 1.857 -1.795 -0.054
C 3.707 1.415 -1.802 -0.509
C 3.500 0.121 -2.584 -0.056
O 3.235 1.264 -0.479 -0.055
H 5.442 2.180 -2.796 0.079
H 5.814 1.066 -1.434 0.076
H 5.253 2.719 -1.133 0.080
H 3.118 2.178 -2.335 0.132
H 3.925 -0.725 -2.031 0.064
H 3.977 0.132 -3.567 0.083
H 2.441 -0.104 -2.725 0.048
H 2.258 1.181 -0.469 0.041
C -0.734 1.839 2.881 -0.040
C -2.111 1.461 2.409 -0.429
C -3.173 2.506 2.740 -0.038
O -2.051 1.297 0.971 -0.109
H -0.331 2.760 2.458 0.097
H -0.022 1.035 2.693 0.061
H -0.786 1.997 3.961 0.068
H -2.376 0.502 2.864 0.141
H -2.841 3.544 2.709 0.087
H -3.599 2.315 3.729 0.072
H -4.001 2.436 2.030 0.075
H -2.851 0.819 0.685 0.060
C 0.629 -3.741 -2.444 -0.049
C 0.002 -3.221 -3.740 -0.501
C 0.581 -3.918 -4.964 -0.055
O -1.416 -3.334 -3.691 -0.052
H -0.068 -3.658 -1.604 0.077
H 1.443 -3.076 -2.160 0.055
H 0.872 -4.802 -2.495 0.081
H 0.258 -2.155 -3.771 0.111
H 0.233 -3.392 -5.858 0.076
H 0.210 -4.941 -4.965 0.085
H 1.667 -3.835 -5.008 0.082
H -1.776 -2.800 -4.407 0.088
C 5.956 -2.964 -0.264 -0.056
C 4.878 -3.478 0.676 -0.493
C 3.528 -3.575 -0.043 -0.063
O 5.275 -4.780 1.115 -0.055
H 5.858 -1.895 -0.451 0.070
H 5.885 -3.518 -1.202 0.084
H 6.953 -3.138 0.142 0.079
H 4.811 -2.806 1.538 0.133
H 3.329 -2.626 -0.541 0.054
H 2.777 -3.856 0.697 0.080
H 3.603 -4.344 -0.811 0.086
H 4.527 -5.160 1.587 0.081
C 0.666 -0.651 0.024 -0.119
O 0.572 0.760 -0.093 -0.166
H -0.246 -1.143 -0.327 0.083
H 1.474 -0.971 -0.629 0.055
H 0.860 -1.003 1.040 0.080
H -0.294 1.039 0.254 0.043
C -0.950 3.862 -0.946 -0.150
O -2.147 3.878 -0.187 -0.128
H -0.723 2.814 -1.176 0.051
H -1.066 4.349 -1.913 0.069
H -0.096 4.226 -0.371 0.087
H -2.312 2.955 0.068 0.027

[3]
11
Properties=species:S:1:pos:R:3:nbo_charge:R:1 method="wB97M-V/def2-TZVPD" gap_ev=7.07 lumo_ha=0.1438 total_charge=-1 molar_mass_da=95.21 relative_energy_kj_mol=50.3
S 0.424 -0.185 3.234 -0.741
H -0.776 -0.284 3.779 0.105
C -0.302 -0.132 -1.853 -0.622
C 0.283 -0.129 -0.432 -0.508
S 0.105 1.506 0.423 -0.399
H -0.653 0.866 -2.123 0.209
H -1.168 -0.782 -1.955 0.191
H 0.459 -0.374 -2.595 0.188
H -0.191 -0.878 0.196 0.208
H 1.352 -0.323 -0.480 0.187
H 0.467 0.714 1.806 0.182